Below is a cluster of 2 separate species, C4H12NOS in total, with properties calculated with the ωB97M-V functional and the def2-TZVPD basis.

Each line ends with the natural charge from an NBO analysis.
Positions of all 19 atoms, in Å:
C1 1.288 -2.249 0.697  -0.4072
N1 0.296 -1.367 0.105  -0.6537
C2 0.674 0.070 0.149  -0.0649
C3 -0.577 0.924 -0.005  -0.5285
S1 -0.335 2.713 0.125  -0.7036
C4 1.718 0.413 -0.915  -0.6389
H1 1.169 -3.253 0.293  0.1810
H2 2.336 -1.957 0.544  0.1633
H3 1.125 -2.291 1.775  0.1815
H4 0.162 -1.596 -0.874  0.3441
H5 1.130 0.252 1.122  0.1814
H6 -1.025 0.618 -0.969  0.1591
H7 -1.289 0.591 0.758  0.1773
H8 2.678 -0.083 -0.709  0.1780
H9 1.885 1.487 -0.905  0.2566
H10 1.358 0.096 -1.904  0.1803
H11 -2.582 -1.447 0.068  0.4813
H12 -1.739 -2.687 0.183  0.4783
O1 -2.630 -2.401 -0.040  -0.9652

Calculated values
Charge: -1
Strongest force on any atom, Eh/bohr: 0.009
DFT total energy, eV: -18716.314
E_LUMO, eV: 3.46


Below is a cluster of 2 separate species, C4H12NP in total, with properties calculated with the ωB97M-V functional and the def2-TZVPD basis.

Each line ends with the natural charge from an NBO analysis.
Positions of all 18 atoms, in Å:
C1 -2.056 0.752 -0.610  -0.7005
C2 0.298 -2.112 0.960  -0.4480
C3 1.469 1.732 0.331  -0.9298
C4 -1.057 -0.115 -1.254  -0.2298
N1 0.444 -0.696 0.814  -0.7482
P1 1.897 0.015 0.839  0.8666
H1 -2.074 1.740 -1.069  0.2131
H2 -3.049 0.303 -0.661  0.2153
H3 -1.823 0.884 0.450  0.2376
H4 0.878 -2.701 0.239  0.1752
H5 0.615 -2.413 1.965  0.2084
H6 -0.758 -2.367 0.855  0.1971
H7 1.143 1.752 -0.708  0.2245
H8 2.340 2.374 0.455  0.2308
H9 0.662 2.088 0.966  0.2392
H10 -1.243 -1.168 -1.359  0.1715
H11 -0.282 0.301 -1.869  0.1689
H12 2.595 -0.369 -0.346  -0.0919

Calculated values
Strongest force on any atom, Eh/bohr: 0.019
DFT total energy, eV: -15117.890
E_LUMO (spin up / spin down), eV: -0.39 / 0.79


Below is a cluster of 2 separate species, C4H12NP2 in total at a distorted geometry, with properties calculated with the ωB97M-V functional and the def2-TZVPD basis.

Each line ends with the natural charge from an NBO analysis.
Positions of all 19 atoms, in Å:
C1 2.632 0.460 -0.864  -0.7269
C2 0.226 1.544 1.932  -0.4515
C3 -1.240 -2.016 -0.486  -0.4176
C4 0.193 -0.087 -0.163  -0.5006
N1 -0.930 -0.861 0.374  -0.5607
P1 1.824 -0.515 0.278  0.7249
P2 -0.193 1.107 -1.531  0.3933
H1 3.694 0.654 -0.649  0.2450
H2 2.212 0.917 -1.736  0.2276
H3 -0.500 2.033 1.294  0.1701
H4 1.238 1.633 1.730  0.1886
H5 -0.366 0.784 2.674  0.1848
H6 -0.330 -2.559 -0.494  0.2338
H7 -2.170 -2.564 -0.195  0.2526
H8 -1.422 -1.591 -1.474  0.2349
H9 -1.808 -0.389 0.521  0.4306
H10 -0.710 -1.096 1.286  0.4254
H11 -1.484 0.576 -1.783  -0.0346
H12 -0.866 1.971 -0.715  -0.0197

Calculated values
Charge: +1
Strongest force on any atom, Eh/bohr: 0.102
DFT total energy, eV: -24397.453
E_LUMO (spin up / spin down), eV: -5.42 / -3.92


Below is a cluster of 2 separate species, C4H12NPS in total at a distorted geometry, with properties calculated with the ωB97M-V functional and the def2-TZVPD basis.

Each line ends with the natural charge from an NBO analysis.
Positions of all 19 atoms, in Å:
C1 0.023 -3.045 0.078  -0.6114
C2 -0.583 1.259 -1.171  -0.4361
C3 -0.440 3.253 0.306  -0.4126
C4 1.438 -2.466 0.302  -0.5442
N1 -0.886 1.932 0.083  -0.6831
P1 -1.128 0.903 1.385  0.5004
S1 1.648 -0.764 -0.228  -0.0247
H1 0.032 -4.015 0.480  0.2158
H2 -0.670 -2.506 0.816  0.2040
H3 -0.265 -2.870 -0.905  0.2167
H4 -0.339 0.150 -0.963  0.2339
H5 -1.399 1.294 -1.816  0.1953
H6 0.235 1.684 -1.688  0.1975
H7 -0.907 3.668 1.285  0.2168
H8 0.690 3.257 0.526  0.1911
H9 -0.672 3.895 -0.541  0.2049
H10 2.177 -2.927 -0.157  0.2102
H11 1.791 -2.389 1.425  0.2108
H12 -0.748 -0.314 0.784  -0.0852

Calculated values
Strongest force on any atom, Eh/bohr: 0.120
DFT total energy, eV: -25952.828
E_LUMO (spin up / spin down), eV: -0.36 / -1.69


Below is the molecule C4H12NPS at a distorted geometry, with properties calculated with the ωB97M-V functional and the def2-TZVPD basis.

Each line ends with the natural charge from an NBO analysis.
Positions of all 19 atoms, in Å:
C1 -0.012 -1.863 -0.897  -0.4318
C2 -1.036 0.290 -1.501  -0.4267
C3 -0.645 1.778 1.012  -0.9773
C4 1.384 0.097 1.495  -1.0190
N1 -0.106 -0.432 -0.695  -0.7671
P1 -0.285 0.013 0.951  1.5400
S1 -1.503 -1.172 1.894  -0.6140
H1 0.671 -2.407 -0.222  0.2231
H2 -1.044 -2.322 -0.721  0.1907
H3 0.032 -1.945 -1.991  0.2071
H4 -0.569 1.266 -1.378  0.2049
H5 -1.034 0.016 -2.613  0.2011
H6 -2.067 0.280 -1.354  0.1913
H7 -1.765 2.050 0.876  0.2646
H8 -0.271 2.072 1.929  0.2387
H9 0.016 2.163 0.286  0.2312
H10 1.712 -0.808 1.803  0.2500
H11 2.116 0.330 0.740  0.2560
H12 1.324 0.763 2.306  0.2372

Calculated values
SMILES: CN(C)P(C)(C)=S
Strongest force on any atom, Eh/bohr: 0.073
DFT total energy, eV: -25956.422
E_LUMO, eV: 0.79


Below is a structure of composition C4H12NS at a distorted geometry, with properties calculated with the ωB97M-V functional and the def2-TZVPD basis.

Each line ends with the natural charge from an NBO analysis.
Positions of all 18 atoms, in Å:
C1 0.529 -1.558 1.148  -0.7138
S1 1.235 -0.024 0.391  0.2306
C2 2.439 -0.872 -0.713  -0.6975
H1 1.284 -2.129 1.687  0.2492
H2 0.180 -2.212 0.350  0.2256
H3 -0.279 -1.229 1.792  0.2280
H4 3.206 -0.185 -1.055  0.2558
H5 2.925 -1.580 -0.046  0.2400
H6 1.931 -1.396 -1.517  0.2313
C3 -1.754 0.629 -1.547  -0.4363
C4 -2.346 1.317 0.668  0.0936
N1 -1.486 0.846 -0.126  -0.4100
H7 -1.878 -0.443 -1.705  0.2400
H8 -0.863 0.906 -2.111  0.2369
H9 -2.616 1.220 -1.842  0.2321
H10 -3.303 1.681 0.304  0.2096
H11 -2.191 1.335 1.742  0.2199
H12 -0.376 0.538 0.154  0.3651

Calculated values
Charge: +1
Strongest force on any atom, Eh/bohr: 0.038
DFT total energy, eV: -16660.290
E_LUMO, eV: -4.09


Below is the ion C4H12NSi with charge +1 at a distorted geometry, with properties calculated with the ωB97M-V functional and the def2-TZVPD basis.

Each line ends with the natural charge from an NBO analysis.
Positions of all 18 atoms, in Å:
C1 0.379 0.362 -0.767  -0.3454
C2 -1.354 -2.179 -1.285  -0.6485
C3 1.440 1.595 0.827  -0.4186
C4 -0.826 0.647 1.391  -0.4087
N1 0.462 0.473 0.711  -0.4189
Si1 0.290 -1.326 -1.519  0.9881
H1 -0.543 0.956 -1.070  0.2162
H2 -2.162 -2.035 -1.903  0.1904
H3 1.308 2.223 -0.031  0.2407
H4 1.298 2.331 1.699  0.2502
H5 2.392 1.294 0.880  0.2332
H6 -0.985 1.781 1.229  0.2329
H7 -1.468 -0.017 0.964  0.2311
H8 -0.893 0.539 2.467  0.2561
H9 1.035 -0.397 0.991  0.4449
H10 1.194 -2.217 -0.941  -0.1511
H11 0.106 -1.011 -2.982  -0.1014
H12 -1.673 -3.020 -0.662  0.2089

Calculated values
Charge: +1
Strongest force on any atom, Eh/bohr: 0.098
DFT total energy, eV: -13698.067
E_LUMO (spin up / spin down), eV: -5.66 / -4.53


Below is a cluster of 2 separate species, C4H12O in total at a distorted geometry, with properties calculated with the ωB97M-V functional and the def2-TZVPD basis.

Each line ends with the natural charge from an NBO analysis.
Positions of all 17 atoms, in Å:
C1 1.309 -0.340 1.479  -0.6223
C2 1.056 -0.524 -0.015  -0.2382
C3 2.033 -1.262 -0.778  -0.5988
C4 -0.285 -1.363 -0.282  -0.6026
H1 0.367 -0.098 2.060  0.2107
H2 1.477 -1.414 1.794  0.2147
H3 2.016 0.538 1.552  0.2241
H4 0.960 0.324 -0.593  0.1850
H5 1.577 -2.102 -1.380  0.2105
H6 2.620 -1.897 0.065  0.1946
H7 2.601 -0.483 -1.358  0.2142
H8 -0.352 -2.247 0.342  0.1976
H9 -1.074 -0.713 0.068  0.2072
H10 -0.205 -1.582 -1.352  0.2030
H11 -2.830 3.405 -0.981  0.4611
H12 -3.843 3.753 0.020  0.4606
O1 -3.499 2.932 -0.333  -0.9215

Calculated values
SMILES: CC(C)C.O
Strongest force on any atom, Eh/bohr: 0.092
DFT total energy, eV: -6388.228
E_LUMO, eV: 0.79


Question: strongest force on any atom of number 4 (C4H12NPS)?
Answer: 0.120 Eh/bohr


Question: strongest force on any atom of number 4 (C4H12NPS)?
Answer: 0.120 Eh/bohr